A gas-phase ion, C6H11NO (charge -1) at a distorted geometry. Source: OMol25; level of theory: wB97M-V/def2-TZVPD.

- net charge = -1
- frontier orbital gap (alpha / beta) (Eh) = 0.09309 / 0.23371
- multiplicity = 2
- M (g/mol) = 113.16
- energy relative to the best compared isomer or geometry (same formula, charge and spin) (kJ/mol) = 253.96
- total energy (Eh) = -365.07743
- <S²> = 0.7534

Positions of all 19 atoms, in Å:
H: -0.9582 -3.0473 -0.7177
H: 0.5669 -1.0812 -0.4580
H: 2.8690 2.2185 1.0214
C: 2.5738 2.4676 0.0268
H: -0.8937 -1.9500 1.5969
H: 2.4848 0.4413 -0.1996
H: 0.0426 1.9764 -0.8115
O: -2.9390 -3.2683 -0.3296
C: -1.6505 -1.6282 0.7859
H: -1.8254 0.4858 0.7819
C: -1.8276 -2.6865 -0.2908
C: -1.4852 -0.2930 0.0154
N: 1.9885 1.1867 -0.6082
H: -2.6130 -1.6003 1.3219
H: 1.8457 3.3449 0.0259
C: -0.0757 -0.1239 -0.3469
C: 0.6385 1.0687 -0.5069
H: 3.5459 2.6966 -0.4656
H: -2.2874 -0.2076 -0.8411